This record from OMol25 describes C21H65B3N10O8P4S as an isolated structure. The level of theory is ωB97M-V/def2-TZVPD.

```
112
C21H65B3N10O8P4S, DFT ωB97M-V/def2-TZVPD
N -0.126 -4.771 7.772
C -0.650 -3.800 6.779
C -1.952 -3.044 7.228
C -2.853 -2.538 5.991
B -4.298 -3.204 6.115
O -5.295 -2.878 7.077
B -6.009 -4.026 7.513
O -5.839 -5.345 6.994
B -4.751 -5.405 6.080
P -3.459 -6.822 5.989
O -2.306 -6.317 4.844
O -2.682 -6.858 7.504
S -4.185 -8.536 5.474
O -4.623 -4.284 5.202
H -0.480 -4.594 8.710
H -0.375 -5.726 7.520
H -0.758 -4.351 5.799
H 0.147 -3.017 6.643
H -1.669 -2.107 7.783
H -2.574 -3.647 7.947
H -2.858 -1.424 5.992
H -2.362 -2.921 5.055
H -6.827 -3.891 8.362
H -1.441 -6.653 5.124
H -2.636 -5.950 7.856
O -0.155 -1.771 3.841
P 1.068 -1.703 2.909
N 0.402 -0.548 1.849
C -0.300 -0.697 0.598
C 0.325 0.820 2.349
N 0.942 -3.353 2.415
C 0.658 -3.833 1.080
C 0.323 -4.262 3.376
N 2.598 -1.613 2.052
C 2.921 -0.933 0.816
C 3.616 -2.598 2.415
H 0.200 -0.106 -0.184
H -1.337 -0.346 0.658
H -0.338 -1.708 0.215
H 1.333 1.245 2.451
H -0.166 0.844 3.327
H -0.238 1.481 1.687
H -0.412 -3.780 0.847
H 0.949 -4.889 0.987
H 1.232 -3.315 0.315
H -0.774 -4.199 3.345
H 0.660 -4.051 4.389
H 0.612 -5.300 3.174
H 2.513 -1.455 -0.055
H 4.004 -0.866 0.674
H 2.579 0.102 0.806
H 3.579 -3.470 1.757
H 3.482 -2.935 3.443
H 4.623 -2.172 2.361
O -0.740 4.054 0.503
P -0.119 5.153 -0.379
N -1.296 6.322 0.019
C -2.528 6.688 -0.633
C -1.179 6.929 1.340
N -0.425 4.277 -1.834
C -1.343 4.660 -2.884
C -0.427 2.815 -1.722
N 0.727 6.343 -1.355
C 0.324 7.681 -1.731
C 1.825 5.851 -2.187
H -2.539 7.767 -0.850
H -3.404 6.473 -0.009
H -2.698 6.202 -1.584
H -0.286 7.565 1.395
H -1.106 6.155 2.112
H -2.038 7.555 1.588
H -2.380 4.414 -2.627
H -1.110 4.114 -3.809
H -1.264 5.711 -3.151
H -1.382 2.442 -1.328
H 0.382 2.469 -1.077
H -0.254 2.348 -2.697
H -0.457 7.671 -2.498
H 1.167 8.247 -2.137
H -0.017 8.270 -0.880
H 1.486 5.620 -3.199
H 2.266 4.952 -1.756
H 2.634 6.585 -2.256
O 0.424 0.217 -4.437
P 1.687 0.251 -5.314
N 1.029 1.426 -6.362
C 0.329 1.294 -7.615
C 0.960 2.785 -5.841
N 1.530 -1.382 -5.851
C 1.237 -1.818 -7.200
C 0.892 -2.310 -4.917
N 3.190 0.372 -6.213
C 3.474 1.085 -7.440
C 4.222 -0.619 -5.908
H 0.828 1.889 -8.395
H -0.706 1.650 -7.548
H 0.285 0.286 -8.005
H 1.967 3.207 -5.727
H 0.464 2.796 -4.864
H 0.401 3.455 -6.497
H 0.167 -1.738 -7.429
H 1.507 -2.875 -7.323
H 1.819 -1.289 -7.950
H -0.202 -2.228 -4.945
H 1.232 -2.135 -3.896
H 1.165 -3.344 -5.155
H 3.043 0.585 -8.312
H 4.552 1.160 -7.611
H 3.129 2.119 -7.413
H 4.168 -1.473 -6.587
H 4.120 -0.984 -4.885
H 5.225 -0.187 -5.980
```

lowest unoccupied orbital energy: -0.8 eV
2S+1: 1
gap between HOMO and LUMO: 6.8103 eV
energy: -104131.7624 eV


This record from OMol25 describes a 15-piece molecular cluster, C21H66F6N19O23S2 overall. The level of theory is ωB97M-V/def2-TZVPD.

```
137
C21H66F6N19O23S2, DFT ωB97M-V/def2-TZVPD
C -12.397 -9.611 2.128
F -12.916 -9.660 0.915
F -12.859 -10.611 2.855
F -11.077 -9.786 2.024
S -12.876 -7.994 3.032
O -12.925 -6.905 2.068
O -14.163 -8.288 3.649
N -11.844 -8.002 4.391
S -10.997 -6.765 3.953
O -10.262 -6.862 2.696
O -11.465 -5.419 4.200
C -9.636 -6.851 5.236
F -8.568 -6.109 4.851
F -10.020 -6.457 6.435
F -9.052 -8.094 5.325
C -16.455 -12.577 3.650
O -15.735 -13.396 4.218
N -16.013 -11.820 2.651
N -17.702 -12.272 3.977
H -15.022 -11.662 2.589
H -16.670 -11.488 1.967
H -18.012 -12.896 4.708
H -18.313 -11.779 3.352
C -17.890 -5.750 4.415
O -18.486 -4.680 4.191
N -18.561 -6.835 4.701
N -16.563 -5.921 4.323
H -19.532 -6.607 4.841
H -18.141 -7.712 4.985
H -15.850 -5.225 4.202
H -16.339 -6.907 4.330
C -12.578 -7.820 -2.334
O -13.693 -7.878 -2.872
N -12.247 -7.087 -1.308
N -11.452 -8.091 -3.032
H -12.944 -6.641 -0.734
H -11.277 -6.814 -1.313
H -11.511 -8.509 -3.946
H -10.565 -8.290 -2.592
C -16.316 -9.691 5.959
O -16.954 -8.991 5.188
N -16.846 -10.397 6.994
N -15.004 -9.996 5.885
H -16.370 -11.137 7.477
H -17.852 -10.343 7.017
H -14.662 -10.545 6.652
H -14.396 -9.542 5.219
C -13.514 -11.520 -1.204
O -13.964 -12.583 -0.781
N -14.281 -10.475 -1.499
N -12.212 -11.435 -1.520
H -13.921 -9.622 -1.900
H -15.268 -10.504 -1.307
H -11.574 -12.152 -1.207
H -11.857 -10.591 -1.942
C -6.950 -6.762 2.059
O -7.464 -5.805 1.529
N -5.637 -6.906 2.236
N -7.713 -7.772 2.565
H -4.976 -6.243 1.873
H -5.327 -7.820 2.520
H -8.712 -7.741 2.387
H -7.281 -8.395 3.226
C -9.665 -13.347 0.633
O -9.908 -13.692 -0.538
N -8.637 -13.865 1.327
N -10.386 -12.457 1.319
H -8.320 -13.287 2.090
H -7.913 -14.359 0.832
H -10.069 -12.294 2.260
H -11.168 -11.914 0.999
C -11.239 -10.614 6.670
O -11.011 -11.695 7.231
N -11.561 -10.467 5.377
N -11.375 -9.499 7.383
H -11.799 -9.530 5.037
H -11.718 -11.235 4.749
H -11.143 -9.435 8.359
H -11.641 -8.636 6.935
C -14.406 -3.271 4.835
O -14.668 -4.124 5.697
N -13.674 -3.544 3.766
N -14.996 -2.076 4.832
H -13.446 -2.929 3.006
H -13.297 -4.479 3.827
H -15.881 -2.233 5.299
H -14.956 -1.371 4.118
C -6.559 -7.681 9.602
C -7.449 -6.561 9.037
O -6.493 -5.629 8.544
O -5.766 -8.256 8.571
H -7.168 -8.476 10.035
H -5.866 -7.267 10.335
H -8.101 -6.069 9.756
H -8.029 -6.906 8.179
H -5.989 -6.060 7.850
H -4.922 -7.801 8.532
C -9.492 -2.652 4.949
C -10.341 -2.624 6.212
O -10.155 -3.853 6.886
O -8.120 -2.952 5.282
H -9.575 -1.704 4.415
H -9.787 -3.418 4.229
H -11.371 -2.334 5.989
H -9.942 -1.907 6.931
H -10.665 -4.624 6.629
H -8.233 -3.712 5.866
C -14.625 -6.668 8.305
C -13.257 -6.155 7.684
O -13.030 -4.826 8.189
O -15.743 -6.289 7.592
H -14.572 -6.279 9.322
H -14.416 -7.745 8.349
H -13.209 -6.147 6.594
H -12.489 -6.778 8.148
H -13.591 -4.287 7.615
H -15.499 -6.318 6.661
C -8.455 -9.909 -1.405
C -9.197 -9.025 -0.385
O -9.168 -7.631 -0.862
O -9.338 -10.409 -2.404
H -7.973 -10.792 -0.975
H -7.642 -9.402 -1.933
H -8.833 -9.127 0.637
H -10.280 -9.151 -0.367
H -8.251 -7.492 -1.116
H -8.932 -10.854 -3.150
C -16.982 -8.348 1.087
C -18.163 -7.344 1.074
O -19.311 -8.208 0.918
O -16.783 -8.771 -0.232
H -17.163 -9.236 1.697
H -16.091 -7.956 1.588
H -17.945 -6.707 0.217
H -18.298 -6.713 1.953
H -19.324 -8.802 1.671
H -17.080 -8.163 -0.911
```

total charge: -1
lowest unoccupied orbital energy: 1.6 eV
2S+1: 1
gap between HOMO and LUMO: 8.8401 eV
ΔE to the lowest compared entry with this formula, charge and spin: 0.0 kcal per mole
energy: -136233.1960 eV


This record from OMol25 describes a 11-piece molecular cluster, C21H67N3O11 overall. The level of theory is ωB97M-V/def2-TZVPD.

```
102
C21H67N3O11, DFT ωB97M-V/def2-TZVPD
C -22.903 4.047 2.848
O -22.951 5.406 2.667
C -22.406 6.205 3.716
C -23.369 6.432 4.875
C -24.518 7.381 4.547
N -22.565 7.064 5.966
H -23.581 3.767 3.654
H -21.861 3.799 3.148
H -23.139 3.537 1.886
H -21.485 5.786 4.062
H -22.206 7.192 3.266
H -23.759 5.467 5.227
H -25.035 6.969 3.681
H -24.113 8.354 4.186
H -25.223 7.497 5.354
H -23.221 7.460 6.656
H -22.005 6.310 6.348
C -19.427 15.681 5.730
O -19.721 14.389 6.084
C -19.429 13.429 5.117
C -19.461 12.059 5.774
C -18.142 11.792 6.537
N -19.604 11.110 4.679
H -19.670 16.301 6.596
H -20.038 16.055 4.889
H -18.373 15.820 5.428
H -20.175 13.480 4.320
H -18.442 13.554 4.669
H -20.368 11.931 6.403
H -18.176 10.803 7.070
H -17.845 12.546 7.264
H -17.351 11.777 5.752
H -19.334 10.137 4.951
H -20.600 10.996 4.378
C -17.841 6.383 7.484
O -18.473 5.726 8.534
C -17.671 4.744 9.107
C -18.308 4.201 10.357
C -18.483 5.286 11.433
N -17.536 3.116 10.970
H -18.285 7.350 7.307
H -17.798 5.758 6.570
H -16.792 6.530 7.774
H -17.445 3.895 8.425
H -16.661 5.145 9.342
H -19.271 3.708 10.196
H -18.882 4.838 12.347
H -19.050 6.177 11.169
H -17.450 5.541 11.681
H -17.426 2.315 10.360
H -16.577 3.343 11.206
C -13.769 5.038 4.919
C -15.070 4.868 4.184
O -15.934 6.033 4.413
H -13.214 5.930 4.673
H -13.059 4.237 4.774
H -13.947 5.100 5.945
H -15.598 3.951 4.460
H -14.979 4.790 3.102
H -16.448 6.167 3.608
C -14.770 8.767 5.979
O -16.110 8.265 5.944
H -14.030 8.054 5.574
H -14.650 9.708 5.408
H -14.460 8.936 7.000
H -16.176 7.493 5.356
C -16.464 8.179 1.835
O -16.466 6.777 1.908
H -15.728 8.555 2.571
H -16.188 8.537 0.853
H -17.427 8.600 2.114
H -17.268 6.408 1.437
C -18.452 12.317 1.594
O -18.464 11.011 2.201
H -17.610 12.932 1.919
H -18.283 12.163 0.514
H -19.380 12.866 1.740
H -18.814 11.085 3.104
C -20.315 4.273 6.108
O -20.766 4.973 7.269
H -21.197 3.837 5.681
H -19.892 5.001 5.421
H -19.625 3.441 6.351
H -20.024 5.237 7.836
C -21.000 8.983 0.404
O -20.477 8.929 1.708
H -21.760 9.732 0.298
H -20.205 9.104 -0.327
H -21.486 8.021 0.227
H -19.871 9.713 1.756
C -18.978 7.625 4.361
O -19.825 7.962 5.485
H -18.693 6.606 4.322
H -19.569 7.777 3.486
H -18.084 8.216 4.377
H -20.722 7.548 5.493
C -19.680 5.379 1.747
O -18.687 5.555 0.719
H -20.468 4.684 1.458
H -19.155 5.048 2.651
H -20.159 6.340 1.975
H -19.018 6.250 0.152
```

lowest unoccupied orbital energy: 0.6 eV
2S+1: 1
gap between HOMO and LUMO: 9.9511 eV
energy: -49852.3233 eV


This record from OMol25 describes a 13-piece molecular cluster, C21H68N14O13 overall. The level of theory is ωB97M-V/def2-TZVPD.

```
116
C21H68N14O13, DFT ωB97M-V/def2-TZVPD
C 0.456 -1.960 -4.625
O 0.047 -3.110 -3.935
H 1.513 -2.047 -5.027
H 0.535 -1.101 -3.984
H -0.255 -1.651 -5.393
H 0.617 -3.767 -4.378
C 4.508 -0.600 1.555
O 5.077 -0.359 2.784
H 5.127 -0.249 0.689
H 3.481 -0.241 1.331
H 4.459 -1.683 1.398
H 4.708 -1.070 3.322
C 1.503 -3.061 1.873
O 2.230 -3.046 0.687
N 0.495 -2.337 2.144
N 2.020 -3.760 2.799
H 0.311 -1.570 1.419
H 0.092 -2.309 3.129
H 2.864 -4.270 2.559
H 1.581 -3.756 3.684
C -1.579 3.540 0.929
O -1.022 2.319 1.246
N -1.768 4.405 1.858
N -1.959 3.747 -0.286
H -1.590 4.097 2.816
H -2.387 5.272 1.585
H -1.658 2.923 -0.910
H -2.420 4.629 -0.603
C 3.485 -2.306 -2.216
O 3.826 -1.925 -3.527
N 4.253 -2.378 -1.205
N 2.280 -2.817 -2.031
H 5.202 -1.886 -1.306
H 4.024 -2.741 -0.250
H 1.470 -2.613 -2.595
H 2.011 -3.032 -1.082
C -0.020 -0.876 -0.522
O -0.418 -1.767 -1.459
N 1.236 -0.560 -0.269
N -0.836 -0.172 0.210
H 1.995 -1.045 -0.751
H 1.471 0.248 0.403
H -1.829 -0.461 0.096
H -0.635 0.698 0.807
C -2.695 0.030 -4.051
O -3.876 0.522 -4.456
N -2.455 -1.191 -3.580
N -1.560 0.692 -4.182
H -3.251 -1.849 -3.405
H -1.572 -1.582 -3.266
H -1.627 1.658 -4.573
H -0.650 0.273 -4.136
C 0.340 2.353 -1.886
O 1.352 2.422 -0.956
N 0.305 2.997 -3.037
N -0.802 1.756 -1.700
H 1.195 3.335 -3.308
H -0.493 3.043 -3.673
H -0.682 1.052 -0.969
H -1.290 1.333 -2.540
C -3.034 -4.347 -2.068
O -4.238 -5.035 -1.675
N -2.263 -3.774 -1.187
N -2.574 -4.344 -3.287
H -2.597 -3.878 -0.247
H -1.445 -3.192 -1.336
H -3.121 -4.906 -3.995
H -1.822 -3.719 -3.704
C 4.605 3.163 0.737
C 5.293 2.317 -0.314
C 4.224 1.564 -1.181
O 5.963 2.952 -1.121
H 3.751 3.735 0.330
H 5.278 3.849 1.201
H 4.144 2.510 1.461
H 5.910 1.553 0.134
H 3.761 2.172 -1.919
H 3.397 1.070 -0.600
H 4.637 0.753 -1.765
H 6.799 3.033 -0.751
C -3.163 1.792 3.684
C -3.098 0.401 4.228
C -3.000 -0.678 3.122
O -2.228 0.116 5.081
H -2.288 2.351 3.849
H -4.015 2.400 4.052
H -3.182 1.710 2.640
H -3.979 0.340 4.802
H -3.885 -0.611 2.503
H -2.936 -1.724 3.372
H -2.140 -0.554 2.496
H -2.034 0.882 5.599
C -3.956 -0.908 -0.384
C -4.683 0.383 -0.063
C -5.083 1.019 -1.397
O -5.743 0.232 0.559
H -4.547 -1.540 -0.986
H -3.669 -1.427 0.488
H -3.068 -0.622 -0.898
H -3.941 1.059 0.449
H -5.329 0.403 -2.225
H -4.240 1.646 -1.721
H -5.919 1.656 -1.257
H -6.161 -0.441 0.035
C 2.770 1.501 3.728
C 1.721 0.801 2.945
C 0.356 0.990 3.578
O 1.556 1.157 1.740
H 2.512 2.514 4.074
H 3.704 1.666 3.187
H 2.981 0.885 4.560
H 2.007 -0.233 3.068
H 0.063 2.031 3.638
H 0.377 0.676 4.631
H -0.399 0.410 3.091
H 1.230 2.047 1.769
```

lowest unoccupied orbital energy: -0.1 eV
2S+1: 1
gap between HOMO and LUMO: 8.3248 eV
ΔE to the lowest compared entry with this formula, charge and spin: 256.4 kcal per mole
energy: -70353.3702 eV


Question: 2S+1 of number 2 (C21H66F6N19O23S2)?
Answer: 1